This record from OMol25 describes a 9-piece molecular cluster, C16H51BF4N11O8 overall at a distorted geometry. The level of theory is ωB97M-V/def2-TZVPD.

Each line ends with the Löwdin charge.
Geometry (Å):
1 B -12.810 -15.803 20.077  -1.38
2 F -13.144 -17.133 20.230  0.14
3 F -11.918 -15.360 21.046  0.14
4 F -12.242 -15.616 18.811  0.10
5 F -13.936 -15.049 20.251  0.14
6 C -9.881 -17.754 17.538  -0.74
7 O -8.975 -18.388 17.015  0.01
8 N -11.162 -18.197 17.561  0.17
9 N -9.801 -16.603 18.106  0.19
10 H -11.918 -17.680 17.987  0.07
11 H -11.390 -18.908 16.880  0.11
12 H -8.949 -16.061 18.148  0.13
13 H -10.617 -16.227 18.567  0.07
14 C -13.899 -15.098 25.144  -0.88
15 O -14.517 -14.863 26.098  0.10
16 N -12.644 -15.298 25.142  0.17
17 N -14.300 -15.231 23.921  0.18
18 H -12.146 -15.649 24.337  0.11
19 H -12.261 -15.129 26.061  0.13
20 H -13.689 -15.134 23.123  0.09
21 H -15.286 -15.092 23.754  0.09
22 C -16.805 -17.170 21.020  -0.82
23 O -17.881 -17.732 21.295  0.01
24 N -16.017 -17.450 20.087  0.21
25 N -16.345 -16.159 21.652  0.15
26 H -15.150 -16.946 19.970  0.09
27 H -16.237 -18.281 19.557  0.14
28 H -16.927 -15.891 22.433  0.12
29 H -15.412 -15.785 21.558  0.09
30 C -17.754 -13.144 19.784  -0.76
31 O -17.956 -12.159 19.141  0.05
32 N -18.332 -13.451 20.945  0.15
33 N -16.814 -14.043 19.504  0.17
34 H -17.888 -14.220 21.426  0.06
35 H -18.838 -12.726 21.434  0.11
36 H -16.824 -14.978 19.887  0.06
37 H -16.118 -13.916 18.784  0.06
38 C -14.339 -16.887 16.447  -0.04
39 C -13.318 -16.372 15.444  -0.47
40 C -13.836 -16.088 14.064  -0.21
41 O -14.411 -17.293 13.603  -0.19
42 C -13.661 -17.809 12.550  -0.12
43 N -12.469 -15.340 15.978  0.07
44 H -15.302 -16.377 16.440  0.08
45 H -14.036 -16.866 17.494  0.06
46 H -14.576 -17.897 16.114  0.08
47 H -12.673 -17.225 15.234  0.12
48 H -13.007 -15.610 13.542  0.13
49 H -14.713 -15.455 14.197  0.13
50 H -12.596 -17.698 12.749  0.09
51 H -13.975 -17.352 11.611  0.09
52 H -14.017 -18.839 12.591  0.09
53 H -12.108 -15.779 16.813  0.03
54 H -11.706 -15.065 15.376  0.09
55 C -14.330 -10.748 19.841  -0.05
56 C -13.319 -11.450 20.745  -0.42
57 C -14.081 -12.304 21.829  -0.19
58 O -14.898 -11.490 22.658  -0.16
59 C -15.932 -12.217 23.367  -0.08
60 N -12.451 -12.275 19.957  0.06
61 H -14.971 -11.574 19.534  0.07
62 H -13.794 -10.213 19.056  0.08
63 H -15.020 -10.058 20.327  0.08
64 H -12.666 -10.701 21.193  0.12
65 H -13.377 -12.860 22.449  0.11
66 H -14.612 -13.141 21.374  0.09
67 H -16.701 -11.592 23.821  0.08
68 H -15.482 -12.707 24.230  0.07
69 H -16.494 -12.974 22.821  0.05
70 H -12.351 -13.205 20.338  0.04
71 H -13.006 -12.511 19.146  0.04
72 C -10.901 -18.807 24.230  -0.06
73 C -10.683 -19.365 22.790  -0.37
74 C -11.986 -19.796 22.008  -0.21
75 O -11.637 -20.090 20.682  -0.18
76 C -12.769 -20.206 19.859  -0.12
77 N -10.054 -18.304 21.959  0.04
78 H -11.074 -19.529 25.028  0.07
79 H -11.692 -18.058 24.221  0.05
80 H -9.952 -18.346 24.503  0.07
81 H -10.012 -20.223 22.745  0.13
82 H -12.761 -19.039 22.129  0.12
83 H -12.358 -20.680 22.528  0.12
84 H -13.346 -19.282 19.829  0.06
85 H -13.455 -21.040 20.013  0.09
86 H -12.395 -20.308 18.840  0.07
87 H -10.539 -17.418 21.985  0.05
88 H -10.387 -18.571 21.044  0.04
89 O -14.495 -14.029 17.902  -0.05
90 H -14.387 -14.339 17.003  0.03
91 H -13.738 -14.383 18.370  0.00

Properties
Net charge: -1
Total energy in eV: -61746.14125